one:
Here is a structure of composition C6H9CoF6N2O7S4 from OMol25. Energies are from wB97M-V/def2-TZVPD.

Output
frontier orbital gap (spin up / spin down)	6.715 / 6.666	eV
2S+1	5
net charge	-2
HOMO energy (spin up / spin down)	-1.85 / -1.81	eV
LUMO (spin up / spin down)	4.87 / 4.86	eV
⟨S²⟩	6.02

The geometry in XYZ format:
```
35
Properties=species:S:1:pos:R:3:lowdin_charge:R:1
N 0.2039 1.7448 3.2065 -0.291
C -1.8722 -1.2666 -2.4285 -0.073
S 2.2786 -2.4668 1.7047 0.257
C 1.7032 3.4584 1.8882 -0.677
H 0.6078 -2.5086 -2.4994 0.071
H -2.1408 -1.3468 -3.4888 0.063
F -2.3370 2.9488 2.1217 0.111
H -1.8868 -2.2600 -1.9791 0.074
H 1.5513 -1.0689 -2.8776 0.073
O 0.8439 -4.9928 1.7591 -0.442
O -0.7016 -0.4374 2.2644 -0.314
F 1.6818 4.3050 2.9249 0.117
H -0.6992 0.7478 -3.8923 0.067
H -1.1836 1.3983 -2.3103 0.062
C 0.5638 -1.5244 -2.9679 -0.067
S -1.0208 0.8072 2.9107 0.589
F 2.8576 3.6432 1.2372 0.121
O -1.8848 0.7823 4.0511 -0.280
F 0.7099 3.7957 1.0657 0.127
Co 0.6655 -1.2401 0.5998 0.380
C -0.4737 -0.6522 -2.2390 -0.760
O 0.1333 -3.2784 0.1536 -0.511
C -2.0133 1.7304 1.6561 -0.678
C -0.4553 0.7685 -2.8251 -0.072
N -0.1505 -0.5774 -0.8624 -0.004
H -2.6158 -0.6517 -1.9188 0.066
H 0.5330 1.2121 -2.6940 0.072
F -1.3578 1.8847 0.5157 0.131
O 2.1494 -4.6000 -0.2628 -0.450
O 1.6012 0.9451 1.2296 -0.329
O 2.6780 1.5902 3.3671 -0.272
S 1.2814 -4.0325 0.7590 0.063
H 0.3147 -1.6352 -4.0303 0.066
F -3.1508 1.0748 1.4107 0.128
S 1.5857 1.7028 2.4509 0.581
```



two:
Here is a structure of composition C6H9CoF6N2O7S4 from OMol25. Energies are from wB97M-V/def2-TZVPD.

Output
frontier orbital gap (spin up / spin down)	6.501 / 6.422	eV
2S+1	5
net charge	-2
HOMO energy (spin up / spin down)	-1.58 / -1.51	eV
LUMO (spin up / spin down)	4.92 / 4.91	eV
⟨S²⟩	6.02

The geometry in XYZ format:
```
35
Properties=species:S:1:pos:R:3:lowdin_charge:R:1
C 1.3235 -1.5985 -3.3276 -0.079
C 1.0536 -3.2715 -1.4741 -0.078
F 0.3272 1.4915 4.6478 0.113
S -1.0396 0.7167 2.5090 0.593
H 0.2505 -3.7897 -2.0017 0.070
H 1.8875 -1.1455 0.0589 0.074
Co -1.5320 -0.3157 -0.6608 0.454
C 1.0224 -1.7729 -1.8278 -0.764
O -2.1541 0.4890 3.3671 -0.251
N -0.2202 -1.1955 -1.4940 -0.005
F 1.4148 3.8738 1.9454 0.111
O -0.5986 1.8125 -0.4289 -0.320
O -5.4218 -0.0283 0.1610 -0.415
O -0.6944 -0.2451 1.4905 -0.319
S -4.0057 -0.0465 -0.1370 0.023
H 0.8869 -3.3955 -0.4033 0.072
H 3.0929 -1.4437 -1.2192 0.070
H 2.0100 -3.7334 -1.7463 0.062
H 2.0844 0.0260 -1.2465 0.071
O -3.2053 1.0136 0.5182 -0.485
S -0.6341 2.7714 0.6452 0.590
O -3.3329 -1.3416 0.1845 -0.481
O -1.2969 4.0214 0.4475 -0.266
C 1.1475 3.2765 0.7746 -0.663
H 1.3599 -0.5358 -3.5712 0.070
F 1.4576 4.1482 -0.1986 0.110
F 1.5634 0.7748 3.0218 0.115
H 2.2756 -2.0655 -3.6049 0.062
C 2.0974 -1.0377 -1.0063 -0.062
N -0.9021 2.2158 2.0790 -0.286
F 1.9676 2.2293 0.6535 0.117
H 0.5247 -2.0521 -3.9175 0.070
S -3.5449 0.1939 -2.1222 0.179
F 0.4346 -0.6282 4.2247 0.115
C 0.4009 0.5884 3.6593 -0.664
```



Quick ranking, most stable first: one, two.



one:
Here is a cluster of 2 separate species, C4H10O3 in total from OMol25. Energies are from wB97M-V/def2-TZVPD.

Output
frontier orbital gap	5.863	eV
net charge	-2
HOMO energy	0.64	eV
LUMO	6.51	eV

The geometry in XYZ format:
```
17
Properties=species:S:1:pos:R:3:lowdin_charge:R:1
H -0.1451 0.8715 -1.7561 0.063
C 0.0222 0.0350 0.1640 -0.240
H -1.4057 -2.3683 -1.6658 -0.038
H -1.6975 0.5540 -1.0239 0.077
H -0.6940 -0.3429 0.9082 0.088
H -2.6305 -3.2562 -2.0633 -0.026
O 1.6910 2.1509 2.7917 -0.459
O -0.6906 -1.0784 -1.9548 -0.341
H 1.3526 0.1879 2.3544 0.061
O -1.8230 -3.3123 -1.5315 -0.210
C 0.6888 1.3058 0.6783 -0.254
H 0.6923 -0.8421 0.0880 0.095
H 1.0965 1.9509 -0.1107 0.080
C -0.7058 0.0734 -1.2399 -0.488
H 2.6905 0.9996 1.4145 0.065
C 1.6743 1.1248 1.8773 -0.556
H -0.1157 1.9463 1.0695 0.084
```



two:
Here is a cluster of 2 separate species, C4H10O3 in total from OMol25. Energies are from wB97M-V/def2-TZVPD.

Output
frontier orbital gap	6.919	eV
net charge	-2
HOMO energy	0.12	eV
LUMO	7.04	eV

The geometry in XYZ format:
```
17
Properties=species:S:1:pos:R:3:lowdin_charge:R:1
H -1.6805 0.4522 1.4491 0.085
H 0.8379 -0.4950 2.7362 0.068
O 0.5881 -0.0753 -4.3755 -0.526
C 0.2688 -0.1655 -1.0673 -0.328
H -0.7565 -0.3350 -1.4042 0.101
C -0.2442 -0.1308 2.7578 -0.627
O -0.9554 -0.8037 3.6407 -0.388
H 0.8116 -1.1042 -0.9003 0.100
H -0.1271 1.0329 2.9841 0.081
H -0.1769 1.6093 0.0594 0.097
C 0.1137 0.5721 0.3039 -0.245
H 1.1077 0.7694 0.7314 0.089
H -1.0148 -1.1953 1.0383 0.094
H 0.0360 -0.8559 -4.3911 -0.161
C -0.7832 -0.1518 1.2720 -0.247
H 0.8860 0.2836 -2.9042 -0.014
O 1.0886 0.5930 -1.9301 -0.180
```



Quick ranking, most stable first: two, one.



one:
Here is a structure of composition C4H12N3OS from OMol25. Energies are from wB97M-V/def2-TZVPD.

Output
frontier orbital gap	9.132	eV
net charge	+1
HOMO energy	-11.93	eV
LUMO	-2.80	eV

The geometry in XYZ format:
```
21
Properties=species:S:1:pos:R:3:lowdin_charge:R:1
N 1.2183 1.2086 -0.1596 0.151
S -4.0169 0.2435 -0.1967 0.820
H -2.6171 -1.6286 -0.9253 0.072
H -2.8370 -1.7071 0.8422 0.070
H -1.5482 1.7287 1.2799 0.161
H 2.4080 -1.8962 0.0571 0.165
H 1.4371 1.8549 -0.9156 0.168
H 0.1694 1.4419 0.1522 0.051
N -1.2112 -0.1497 0.3561 -0.174
C 2.4531 -0.8139 -0.3692 -0.158
H 3.9444 -0.5380 0.8316 0.102
C -0.0214 -0.7917 0.1289 -0.077
H -1.7342 1.6338 -0.3329 0.109
H -0.2287 -1.8449 -0.2040 0.153
C -2.8721 -1.0364 -0.0189 -0.399
H -4.1387 0.4695 1.1051 -0.105
H 2.8145 -0.7866 -1.3732 0.111
C 1.0997 -0.2169 -0.3468 -0.255
O 3.2291 0.0395 0.5523 -0.081
H 2.0008 1.3427 0.4744 0.128
N -1.1526 1.2260 0.4340 -0.013
```



two:
Here is the ion C4H12N3OS with charge +1 from OMol25. Energies are from wB97M-V/def2-TZVPD.

Output
frontier orbital gap	10.491	eV
structure (SMILES)	CN1[C@@H](S)N[N@H+](C)[C@H]1O
net charge	+1
HOMO energy	-13.30	eV
LUMO	-2.81	eV

The geometry in XYZ format:
```
21
Properties=species:S:1:pos:R:3:lowdin_charge:R:1
H 0.0806 -1.0199 -1.7152 0.200
C 0.7896 0.4453 1.0096 -0.595
H 1.9589 -2.1784 -0.6648 0.100
N -0.6669 0.2701 1.0696 -0.005
H 2.4909 2.2084 1.5131 -0.103
H -2.2605 -1.2123 -0.3242 0.128
N 1.1613 -0.2656 -0.1483 -0.186
H -1.1243 0.0465 1.9551 0.172
C 0.2476 0.0167 -1.2095 -0.232
C 1.3881 -1.6631 0.1003 -0.064
H 0.4327 -2.2192 0.2144 0.097
H -2.7706 0.1417 -1.4352 0.142
H -2.9973 0.3370 0.3612 0.066
S 1.3500 2.2262 0.7844 0.808
H 1.8596 -1.9791 1.0411 0.107
H 1.1741 0.1128 2.0052 0.144
N -1.1498 0.4770 -0.2456 -0.091
O 0.4125 1.1448 -1.9744 0.004
H -1.0771 1.5064 -0.4286 0.170
H 1.1675 1.7177 -1.5373 0.115
C -2.4669 -0.1130 -0.3709 0.023
```



Quick ranking, most stable first: two, one.



one:
Here is the molecule C8H10O3 from OMol25. Energies are from wB97M-V/def2-TZVPD.

Output
frontier orbital gap	10.292	eV
structure (SMILES)	CC[C@@H](C)C1=CC(=O)OC1=O
HOMO energy	-10.74	eV
LUMO	-0.45	eV

The geometry in XYZ format:
```
21
Properties=species:S:1:pos:R:3:lowdin_charge:R:1
H 2.4406 0.8739 0.7420 0.081
H -1.2977 -0.1974 1.4718 0.097
O 1.4552 -2.4867 -3.0386 0.196
C -2.0963 1.3438 0.1344 -0.077
C 0.3134 0.6385 0.3310 -0.329
C 0.9095 -2.0710 -2.1060 -0.488
H 1.4435 0.1609 -2.1792 0.137
O -0.6140 -2.3708 0.7833 0.227
C -1.0240 0.7835 1.0995 -0.190
H 0.4008 1.4832 -0.3457 0.134
H -0.8292 1.4591 1.9252 0.102
C 0.4004 -0.6160 -0.4825 -0.111
C 0.9903 -0.6484 -1.6558 0.124
O 0.1335 -2.7904 -1.2667 0.167
H 1.5882 -0.2097 1.8825 0.089
H -2.9830 0.7210 0.1837 0.071
C -0.1037 -1.9670 -0.1615 -0.399
H 1.3745 1.5342 1.9667 0.076
H -2.2974 2.3935 0.3113 0.070
H -1.7237 1.2694 -0.8835 0.065
C 1.5191 0.6966 1.2882 -0.041
```



two:
Here is the molecule C8H10O3 from OMol25. Energies are from wB97M-V/def2-TZVPD.

Output
frontier orbital gap	9.126	eV
structure (SMILES)	CC(=O)C1=C(O)CCCC1=O
HOMO energy	-8.89	eV
LUMO	0.24	eV

The geometry in XYZ format:
```
21
Properties=species:S:1:pos:R:3:lowdin_charge:R:1
H -3.0131 -1.6485 -0.3210 0.057
C -3.0440 -0.7677 0.3290 -0.010
C -0.0568 -1.0627 -0.5390 -0.415
H 2.4043 1.0280 -0.9933 0.126
O -0.0867 2.5331 -0.4182 0.139
C 1.8329 1.0826 -0.0536 -0.119
C -2.0929 0.4579 -0.1568 -0.298
H 3.0757 -0.5746 0.9282 0.126
O -2.5515 1.5851 -0.0414 0.053
H -2.7810 -1.1878 1.3309 0.088
H 1.9537 -1.4131 -1.2860 0.119
H 1.5380 -2.4649 0.0571 0.125
H -4.0592 -0.4915 0.4939 0.049
C 0.3366 1.3455 -0.3322 -0.240
C 2.0151 -0.2530 0.6530 -0.201
H 1.5072 -0.2255 1.6472 0.126
H 2.3562 1.9033 0.4791 0.128
H 0.5934 3.2702 -0.5294 0.185
C 1.4767 -1.3964 -0.2769 -0.084
C -0.6004 0.2460 -0.3211 -0.029
O -0.8042 -1.9659 -0.6497 0.077
```



Quick ranking, most stable first: one, two.



one:
Here is a cluster of 2 separate species, C6H15N3S2 in total from OMol25. Energies are from wB97M-V/def2-TZVPD.

Output
frontier orbital gap	8.265	eV
net charge	+2
HOMO energy	-15.31	eV
LUMO	-7.05	eV

The geometry in XYZ format:
```
26
Properties=species:S:1:pos:R:3:lowdin_charge:R:1
H -0.2724 -1.5384 -0.2480 0.071
C 0.1277 0.7010 0.3606 -0.729
S 0.7647 2.2632 0.5056 1.151
S -1.5062 0.0907 0.8245 0.918
H -2.8104 0.5757 -2.3992 0.170
H 3.1335 -1.2732 -0.6962 0.083
H 2.9590 2.5158 -0.5284 0.104
C -2.2139 1.6549 1.4311 -0.362
H 1.3137 -2.0241 -1.1998 0.202
N 3.2618 -0.3078 -0.8741 0.194
N -3.3397 0.1954 -1.5922 0.262
H -4.3567 0.5175 -1.7813 0.205
C 1.2531 -2.2541 0.9969 -0.080
H -1.6970 1.8044 2.3942 0.054
H 4.2858 -0.0121 -0.9094 0.195
H 0.8228 -1.7566 1.9042 0.108
H -3.3211 -0.8192 -1.4464 0.147
C 2.2943 1.7605 -0.1256 -0.255
H 2.3089 -2.2999 1.1043 0.078
N 1.1104 -0.1265 -0.0910 -0.113
C 2.2692 0.4472 -0.4745 -0.440
H -3.2804 1.5658 1.6633 0.067
H -3.0308 0.5783 -0.6821 0.021
H -1.7883 2.5812 0.8421 0.071
H 0.8608 -3.2943 1.2037 0.132
C 0.8513 -1.5451 -0.1825 -0.253
```



two:
Here is the ion C6H15N3S2 with charge +2 from OMol25. Energies are from wB97M-V/def2-TZVPD.

Output
frontier orbital gap	8.162	eV
net charge	+2
HOMO energy	-16.73	eV
LUMO	-8.57	eV

The geometry in XYZ format:
```
26
Properties=species:S:1:pos:R:3:lowdin_charge:R:1
C -1.3451 -1.2233 -0.2785 -0.183
H -2.0392 -1.3025 -1.1171 0.142
H 0.8981 2.1752 -1.4629 0.096
N -0.4482 -0.1361 -0.5898 -0.015
H -2.7568 0.4197 -1.3853 0.116
H -2.7857 0.0449 0.9186 0.099
H -1.4265 -0.5646 1.8140 0.114
H -0.8379 -2.1560 -0.0873 0.145
C 3.7424 -1.1178 0.0708 -0.162
H 1.0472 3.7468 0.5746 -0.107
H -2.8630 -1.7138 1.1828 0.135
C -0.1099 2.2780 -0.9633 -0.327
H -0.1044 -1.1334 1.3402 0.092
S 0.4916 2.5661 0.8837 0.751
H 4.6653 -0.8540 -0.3636 0.048
H 3.5399 -0.6174 1.0180 0.049
H -2.4639 2.1730 -1.4723 0.166
C -2.1456 -0.8678 0.9567 -0.051
C 0.9423 -0.3892 -0.1674 -0.609
C -0.8945 1.0640 -0.9117 -0.378
H -0.6598 3.1910 -1.3345 0.126
S 2.3612 -0.2996 -0.9818 1.104
N -2.1807 1.2102 -1.2749 0.270
N 0.9069 -1.0162 1.0516 0.168
H 3.5651 -2.2025 -0.0253 0.081
H 1.6001 -1.2251 1.7332 0.130
```



Quick ranking, most stable first: one, two.



one:
Here is the molecule C17H21NO3 from OMol25. Energies are from wB97M-V/def2-TZVPD.

Output
frontier orbital gap	8.830	eV
structure (SMILES)	CCOC(=O)C1CCN(C(=O)/C=C/c2ccccc2)CC1
HOMO energy	-8.63	eV
LUMO	0.20	eV

The geometry in XYZ format:
```
42
Properties=species:S:1:pos:R:3:lowdin_charge:R:1
H 4.9309 0.1819 -2.1879 0.074
C -5.6722 0.9998 0.0413 -0.035
H -3.8102 -1.7963 -0.3489 0.104
H 6.6670 0.5078 -2.2303 0.077
H -6.0364 -2.8080 -0.3360 0.102
O -0.9060 2.3606 0.0501 0.036
H -5.5692 2.0704 0.1455 0.112
H 1.4076 -1.0072 -1.1061 0.126
H 5.5761 1.6393 -1.4152 0.079
O 3.7128 -1.6315 -0.5428 0.117
C -6.9278 0.4247 0.0485 -0.083
C -2.0227 0.2926 -0.0891 0.017
H 2.2548 1.1859 -0.8928 0.133
C 5.9520 -0.1840 -0.3292 -0.210
C 0.7205 -0.8543 -0.2667 -0.140
C -5.9343 -1.7379 -0.2268 -0.084
H 6.0829 -1.2506 -0.5388 0.122
C -0.8169 1.1453 -0.0651 -0.447
C 1.5883 1.3673 -0.0420 -0.124
C -4.6778 -1.1652 -0.2306 -0.031
H -7.8046 1.0463 0.1566 0.103
C -4.5226 0.2165 -0.0938 -0.217
C -7.0639 -0.9475 -0.0856 -0.089
H 3.1991 1.6232 1.3742 0.117
H 3.0509 -0.7155 2.2944 0.156
H -0.1665 -1.4548 -0.4534 0.109
H 1.6891 -2.3652 0.9196 0.120
H 0.7121 -1.2188 1.8592 0.124
H -3.2466 1.9556 -0.0773 0.119
H 1.6277 1.2491 2.0997 0.128
H 1.2742 2.4125 -0.0455 0.122
C -3.2289 0.8720 -0.0894 -0.018
H -8.0448 -1.3993 -0.0828 0.101
O 4.8298 -0.0175 0.5398 -0.006
C 5.7680 0.5899 -1.6265 -0.060
C 3.7619 -0.7862 0.3127 -0.475
H -1.9163 -0.7785 -0.0794 0.083
C 2.6511 -0.4709 1.3035 -0.214
H 6.8056 0.1929 0.2374 0.123
N 0.4016 0.5507 -0.1913 -0.050
C 2.2967 1.0218 1.2675 -0.109
C 1.4071 -1.3169 1.0229 -0.113
```



two:
Here is the molecule C17H21NO3 from OMol25. Energies are from wB97M-V/def2-TZVPD.

Output
frontier orbital gap	8.844	eV
structure (SMILES)	CCC(=O)NCC[C@H](c1ccco1)c1ccccc1OC
HOMO energy	-8.26	eV
LUMO	0.58	eV

The geometry in XYZ format:
```
42
Properties=species:S:1:pos:R:3:lowdin_charge:R:1
H 0.2341 -1.0817 -1.9583 0.119
C 4.1323 0.6275 -0.2113 -0.086
C -0.0457 2.8549 -0.6790 -0.033
H -2.6872 -2.1955 1.2708 0.107
H 2.0127 -3.5367 1.7048 0.099
H 3.8536 -2.6406 0.5598 0.101
O -3.4554 0.6669 0.1408 0.067
H 0.1700 2.9751 -1.7214 0.114
H 5.5454 -0.9187 0.2268 0.102
H -0.2011 -0.3555 0.3969 0.145
H 2.1078 -4.0627 -0.0004 0.096
H -0.5878 4.9107 -0.0031 0.098
H -0.9113 3.6334 2.3819 0.118
N -2.2822 -0.9133 -0.9620 0.060
C 2.1943 -1.3295 0.1685 -0.219
C -1.6327 -0.0122 -1.8831 -0.166
H 0.5428 -4.0564 0.8468 0.091
C -4.5919 -2.4813 0.2851 -0.096
O 1.1765 -2.2348 0.3209 -0.100
H -3.9829 -1.1329 1.8520 0.116
C 1.4953 -3.5382 0.7404 -0.083
H -5.4491 -1.8833 -0.0141 0.080
O -0.3461 1.9496 1.3256 0.066
C 2.7889 0.9399 -0.3439 -0.014
C -0.0034 1.6990 0.0459 -0.266
H -4.1812 -2.9589 -0.6022 0.066
C -0.6127 3.2616 1.4222 -0.113
C 1.8105 -0.0183 -0.1529 -0.105
C -3.5487 -1.5969 0.9662 -0.163
H 2.4912 1.9475 -0.5917 0.113
C 3.5400 -1.6400 0.3066 -0.023
H 4.8821 1.3889 -0.3615 0.100
C -0.4447 3.8735 0.2210 -0.055
C -0.1125 -0.0704 -1.7338 -0.113
C 0.3362 0.2881 -0.3079 -0.191
H -2.0051 0.9882 -1.6515 0.117
H -1.9141 -0.2690 -2.9110 0.121
C 4.5025 -0.6615 0.1164 -0.088
H 0.3496 0.6116 -2.4473 0.122
H -4.9333 -3.2565 0.9677 0.070
C -3.0945 -0.4849 0.0328 -0.519
H -1.9510 -1.8652 -0.9516 0.142
```



Quick ranking, most stable first: one, two.